Record 1
Here is a structure of composition C11H14BN7ORe in a non-equilibrium geometry from OMol25. Energies are from wB97M-V/def2-TZVPD.

Structure (ORCA input):
```
! wB97M-V def2-TZVPD RIJCOSX def2/J DEFGRID3
* xyz 4 4
C -0.48 -1.77 -1.55
N -0.71 -0.53 -2.19
N -2.16 -0.49 -2.35
C -2.63 -1.74 -2.16
C -1.61 -2.57 -1.69
B -2.90 0.97 -2.38
N -3.00 1.61 -0.96
N -1.86 2.21 -0.41
C -2.12 2.31 0.96
C -3.48 2.07 1.17
C -3.99 1.64 -0.05
Re -0.38 1.39 -1.78
N -1.64 1.84 -3.03
N 1.01 2.14 -2.49
C 1.10 2.94 -3.52
C -0.02 3.07 -4.39
C -1.32 2.50 -4.11
H 2.04 3.47 -3.75
H -2.20 2.50 -4.78
H 0.10 3.55 -5.33
H -3.84 1.02 -3.08
H -4.99 1.33 -0.35
H -3.70 -1.94 -2.37
H -4.03 2.16 2.11
H -1.71 -3.63 -1.45
H -1.33 2.52 1.68
H 0.43 -1.98 -0.99
H 2.03 2.34 1.15
C 1.98 1.22 1.54
H 0.90 0.90 1.92
H 0.19 -2.07 3.46
H 2.38 0.41 0.77
O 1.63 -2.38 0.88
C 0.98 -1.94 1.78
N 0.32 -1.42 2.67
*
```

* ΔE to the lowest compared entry with this formula, charge and spin: 0.0 kJ/mol
* M: 457.30 g mol⁻¹
* highest occupied orbital energy (alpha / beta): -22.77 / -22.76 eV
* Kohn-Sham gap (alpha / beta): 4.732 / 4.419 eV
* expectation value of S²: 3.766


Record 2
Here is a structure of composition C11H14BN7OSn in a non-equilibrium geometry from OMol25. Energies are from wB97M-V/def2-TZVPD.

Structure (ORCA input):
```
! wB97M-V def2-TZVPD RIJCOSX def2/J DEFGRID3
* xyz 0 1
H -0.56 2.73 2.25
N -0.03 1.56 0.56
B 0.72 0.69 -1.71
N 0.54 1.84 -0.65
C 0.84 3.16 -0.70
Sn -1.13 -0.45 1.31
H 1.32 3.57 -1.58
C 0.45 3.74 0.50
H 0.54 4.76 0.81
C -0.11 2.70 1.26
H 1.19 1.07 -2.73
C -1.17 -2.50 1.88
H -1.44 -2.30 2.94
H -0.34 -3.18 1.81
H -2.02 -2.88 1.27
N -0.70 0.02 -1.90
N 1.55 -0.42 -1.00
N -1.37 -0.52 -0.80
N 1.12 -0.99 0.18
C -1.51 -0.01 -2.98
C 2.72 -0.96 -1.38
H -1.18 0.35 -3.95
H 3.22 -0.60 -2.27
C -2.72 -0.59 -2.59
C 3.08 -1.94 -0.45
C -2.60 -0.89 -1.23
C 2.03 -1.93 0.51
H -3.60 -0.78 -3.17
H 3.95 -2.56 -0.45
H -3.33 -1.25 -0.52
H 1.92 -2.57 1.36
H -2.31 0.84 1.29
O 0.26 0.14 5.24
C 0.33 0.12 4.05
N 0.33 0.06 2.84
*
```

* ΔE to the lowest compared entry with this formula, charge and spin: 0.0 kJ/mol
* M: 389.80 g mol⁻¹
* highest occupied orbital energy: -9.02 eV
* Kohn-Sham gap: 9.501 eV


Record 3
Here is a structure of composition C11H14BN7PbS in a non-equilibrium geometry from OMol25. Energies are from wB97M-V/def2-TZVPD.

Structure (ORCA input):
```
! wB97M-V def2-TZVPD RIJCOSX def2/J DEFGRID3
* xyz 4 1
C 3.26 0.30 -0.21
N 1.97 0.37 -0.59
N 1.93 0.12 -1.95
C 3.20 -0.07 -2.40
C 4.08 0.03 -1.33
B 0.60 0.18 -2.81
N -0.47 -0.97 -2.53
N -1.18 -1.07 -1.35
C -2.02 -2.11 -1.49
C -1.88 -2.69 -2.76
C -0.89 -1.94 -3.39
Pb 0.00 0.00 0.00
N -0.10 1.53 -2.50
N -0.49 1.72 -1.22
C -1.06 2.94 -1.15
C -1.03 3.54 -2.43
C -0.41 2.61 -3.25
H -1.46 3.31 -0.21
H -0.16 2.63 -4.32
H -1.41 4.52 -2.71
H 0.91 0.10 -3.97
H -0.45 -2.01 -4.38
H 3.38 -0.26 -3.46
H -2.43 -3.53 -3.18
H 5.16 -0.07 -1.35
H -2.68 -2.38 -0.66
H 3.52 0.45 0.83
H -1.76 -0.68 1.77
C -1.97 -1.45 2.53
H -2.83 -2.07 2.20
H -1.09 -2.09 2.65
H -2.22 -0.97 3.49
S 0.00 0.00 2.00
C 0.00 0.00 3.81
N 0.00 0.00 5.07
*
```

* M: 494.36 g mol⁻¹
* highest occupied orbital energy (alpha / beta): -23.09 / -23.12 eV
* Kohn-Sham gap (alpha / beta): 4.598 / 4.770 eV


Record 4
Here is a structure of composition C11H14BN7Re in a non-equilibrium geometry from OMol25. Energies are from wB97M-V/def2-TZVPD.

Structure (ORCA input):
```
! wB97M-V def2-TZVPD RIJCOSX def2/J DEFGRID3
* xyz 4 4
C 1.66 0.11 -2.66
N 0.53 0.45 -1.90
N -0.41 0.93 -2.86
C 0.15 0.98 -4.08
C 1.47 0.48 -4.00
B -1.83 1.36 -2.47
N -2.55 0.24 -1.62
N -1.95 -0.45 -0.54
C -2.89 -1.40 -0.09
C -4.03 -1.23 -0.85
C -3.81 -0.22 -1.76
Re -0.09 -0.04 -0.05
N -1.76 2.61 -1.57
N -1.07 2.57 -0.37
C -1.16 3.83 0.13
C -1.90 4.65 -0.74
C -2.28 3.83 -1.79
H -0.72 4.21 1.05
H -2.87 4.02 -2.68
H -2.12 5.71 -0.66
H -2.54 1.63 -3.44
H -4.43 0.20 -2.51
H -0.44 1.38 -4.90
H -4.92 -1.79 -0.73
H 2.18 0.42 -4.83
H -2.62 -2.09 0.73
H 2.49 -0.33 -2.17
H -0.94 1.30 1.48
C -0.78 0.33 1.89
H -1.64 -0.20 2.39
H -0.02 -1.26 1.22
H -0.05 0.43 2.72
N 2.39 -1.57 1.45
C 1.36 -1.24 0.98
*
```

* ΔE to the lowest compared entry with this formula, charge and spin: 125.4 kJ/mol
* M: 441.30 g mol⁻¹
* highest occupied orbital energy (alpha / beta): -24.28 / -24.35 eV
* Kohn-Sham gap (alpha / beta): 6.472 / 5.517 eV
* expectation value of S²: 3.874


Record 5
Here is a structure of composition C11H14BN7SV in a non-equilibrium geometry from OMol25. Energies are from wB97M-V/def2-TZVPD.

Structure (ORCA input):
```
! wB97M-V def2-TZVPD RIJCOSX def2/J DEFGRID3
* xyz 0 4
H 0.97 2.91 1.89
N 0.56 1.48 0.37
B 0.23 0.32 -1.88
N 0.60 1.53 -1.02
C 0.90 2.77 -1.41
V 0.01 -0.33 1.17
H 0.99 2.97 -2.47
C 1.09 3.56 -0.28
H 1.35 4.59 -0.26
C 0.90 2.72 0.83
H 0.33 0.55 -3.05
C -0.83 -1.85 2.30
H -0.53 -1.80 3.37
H -0.38 -2.74 1.80
H -1.93 -1.82 2.18
N -1.20 -0.08 -1.49
N 1.16 -0.83 -1.42
N -1.46 -0.38 -0.15
N 1.25 -1.15 -0.06
C -2.33 -0.15 -2.21
C 2.05 -1.54 -2.12
H -2.27 0.04 -3.27
H 2.12 -1.34 -3.19
C -3.37 -0.52 -1.34
C 2.76 -2.34 -1.22
C -2.79 -0.68 -0.08
C 2.21 -2.10 0.05
H -4.40 -0.67 -1.60
H 3.58 -2.98 -1.47
H -3.23 -1.00 0.85
H 2.41 -2.53 1.02
H -1.76 0.80 3.38
S 1.57 1.04 4.34
C 0.26 0.83 3.53
N -0.84 0.74 2.93
*
```

* ΔE to the lowest compared entry with this formula, charge and spin: 0.0 kJ/mol
* M: 338.11 g mol⁻¹
* highest occupied orbital energy (alpha / beta): -5.96 / -7.34 eV
* Kohn-Sham gap (alpha / beta): 5.640 / 7.111 eV
* expectation value of S²: 3.769


Record 6
Here is an isolated molecule of C11H14BNO2 in a non-equilibrium geometry from OMol25. Energies are from wB97M-V/def2-TZVPD.

Structure (ORCA input):
```
! wB97M-V def2-TZVPD RIJCOSX def2/J DEFGRID3
* xyz 0 1
O 0.81 -1.08 -2.31
C 1.15 -1.24 -1.17
N 0.90 -0.23 -0.03
C 0.35 1.06 -0.45
C 0.98 2.26 0.31
O 1.34 1.96 1.69
C -1.16 1.15 -0.10
C -1.71 0.29 0.87
C -3.04 0.46 1.27
C -3.77 1.46 0.73
C -3.24 2.23 -0.28
C -1.93 2.10 -0.68
B 2.12 -2.34 -0.67
C 1.96 -3.75 -0.18
C 3.38 -3.24 -0.59
H 1.85 -0.03 0.23
H 0.48 1.03 -1.50
H 1.80 2.50 -0.38
H 0.31 3.12 0.26
H 0.89 1.12 1.90
H -1.08 -0.41 1.19
H -3.54 -0.12 1.96
H -4.78 1.41 1.12
H -3.79 2.95 -0.72
H -1.38 2.68 -1.53
H 1.91 -4.00 0.91
H 1.40 -4.67 -0.54
H 3.66 -3.58 -1.49
H 4.13 -3.07 0.17
*
```

* ΔE to the lowest compared entry with this formula, charge and spin: 499.7 kJ/mol
* M: 203.05 g mol⁻¹
* structure (SMILES): O=C(N[C@H](CO)c1ccccc1)B1CC1
* highest occupied orbital energy: -9.18 eV
* Kohn-Sham gap: 9.266 eV


Record 7
Here is an isolated molecule of C11H14BrNO in a non-equilibrium geometry from OMol25. Energies are from wB97M-V/def2-TZVPD.

Structure (ORCA input):
```
! wB97M-V def2-TZVPD RIJCOSX def2/J DEFGRID3
* xyz 0 3
C -4.53 1.15 -0.63
C -3.42 0.83 -1.47
C -4.32 1.27 0.74
C -2.18 0.82 -0.89
C -3.08 1.16 1.29
C -1.99 0.99 0.46
C 3.03 -0.83 -0.22
C 1.72 -1.62 -0.19
C 2.87 0.72 -0.37
C 0.62 -1.06 0.73
C 1.69 1.20 0.45
N 0.38 0.27 0.27
O -0.72 0.91 1.02
Br 1.18 3.00 -0.12
H -5.51 0.96 -1.00
H -3.48 0.85 -2.57
H -5.25 1.15 1.43
H -1.25 0.86 -1.47
H -2.95 1.52 2.36
H 3.62 -0.99 0.75
H 3.53 -1.19 -1.14
H 1.33 -1.35 -1.25
H 1.81 -2.71 -0.08
H 3.77 1.36 0.10
H 2.78 1.18 -1.37
H -0.32 -1.70 0.39
H 0.95 -1.04 1.81
H 1.76 1.21 1.56
*
```

* ΔE to the lowest compared entry with this formula, charge and spin: 297.8 kJ/mol
* M: 256.14 g mol⁻¹
* highest occupied orbital energy (alpha / beta): -4.44 / -9.02 eV
* Kohn-Sham gap (alpha / beta): 5.147 / 6.915 eV
* expectation value of S²: 2.045


Record 8
Here is an isolated molecule of C11H14Cl2 in a non-equilibrium geometry from OMol25. Energies are from wB97M-V/def2-TZVPD.

Structure (ORCA input):
```
! wB97M-V def2-TZVPD RIJCOSX def2/J DEFGRID3
* xyz 0 1
C 3.64 -0.10 0.68
C 2.17 0.01 0.32
C 1.46 1.04 0.86
C 0.09 1.11 0.64
C -0.52 2.28 1.35
C -0.57 0.12 -0.11
C -2.06 0.23 -0.12
C -3.00 -0.81 -0.66
Cl -2.67 1.63 -0.88
Cl -2.77 0.23 1.58
C 0.21 -0.85 -0.69
C -0.34 -1.90 -1.62
C 1.55 -0.97 -0.45
H 3.65 0.17 1.78
H 4.10 -1.13 0.60
H 4.06 0.69 0.15
H 1.90 1.97 1.33
H 0.37 2.75 1.79
H -1.05 2.83 0.67
H -1.15 1.94 2.10
H -3.93 -0.35 -0.51
H -3.03 -1.84 -0.31
H -2.83 -0.83 -1.77
H 0.37 -2.82 -1.62
H -1.36 -2.18 -1.41
H -0.34 -1.47 -2.64
H 2.06 -1.78 -1.08
*
```

* M: 217.14 g mol⁻¹
* structure (SMILES): Cc1cc(C)c(C(C)(Cl)Cl)c(C)c1
* highest occupied orbital energy: -9.03 eV
* Kohn-Sham gap: 9.829 eV


Record 9
Here is a structure of composition C11H14Cl5GeMoS4SbSe from OMol25. Energies are from wB97M-V/def2-TZVPD.

Structure (ORCA input):
```
! wB97M-V def2-TZVPD RIJCOSX def2/J DEFGRID3
* xyz 0 3
Mo 0.35 0.50 0.20
S 1.64 1.84 1.66
Sb 2.36 -0.16 2.82
S 1.33 0.44 -1.63
S 0.93 -1.47 1.37
S 0.90 -0.13 4.72
C -0.47 7.35 0.92
Ge -1.55 5.77 0.53
C -2.68 5.28 2.05
C -2.64 6.05 -1.06
C -0.30 4.26 0.26
Se -1.25 2.62 -0.19
C -1.24 2.80 -2.12
H -1.12 8.21 1.11
H 0.17 7.59 0.07
H 0.15 7.18 1.79
H -3.42 6.06 2.24
H -2.07 5.15 2.95
H -3.20 4.35 1.85
H -3.27 6.93 -0.92
H -3.29 5.19 -1.24
H -2.02 6.21 -1.95
H 0.21 4.06 1.20
H 0.46 4.44 -0.50
H -1.89 3.63 -2.40
H -1.62 1.87 -2.53
H -0.22 2.97 -2.46
Cl -1.44 -1.54 -2.25
C -2.29 -1.14 -0.79
C -1.67 -0.37 0.19
C -2.42 -0.12 1.33
Cl -1.66 0.84 2.57
C -3.71 -0.57 1.52
Cl -4.57 -0.20 2.96
C -4.31 -1.34 0.52
Cl -5.91 -1.92 0.72
C -3.59 -1.63 -0.64
Cl -4.32 -2.58 -1.87
*
```

* M: 821.04 g mol⁻¹
* highest occupied orbital energy (alpha / beta): -8.06 / -8.63 eV
* Kohn-Sham gap (alpha / beta): 6.903 / 6.104 eV
* expectation value of S²: 2.020


Record 10
Here is a cluster of 2 separate species, C11H14ClOP in total in a non-equilibrium geometry from OMol25. Energies are from wB97M-V/def2-TZVPD.

Structure (ORCA input):
```
! wB97M-V def2-TZVPD RIJCOSX def2/J DEFGRID3
* xyz 0 1
C -3.41 1.83 -3.38
C -2.94 0.59 -2.94
C -3.12 2.92 -2.58
C -2.11 0.51 -1.83
C -2.29 2.86 -1.47
C -1.73 1.61 -1.09
C -0.84 1.53 0.07
C 0.59 -0.77 1.94
C 2.30 -2.14 0.78
C 2.76 0.31 1.21
C 1.69 -0.72 0.90
O -0.65 2.27 0.99
P 0.76 -0.54 -0.67
Cl 2.20 0.17 -1.91
H -3.98 2.16 -4.24
H -2.99 -0.38 -3.45
H -3.58 3.81 -3.02
H -2.05 -0.47 -1.39
H -2.28 3.65 -0.72
H 0.29 0.28 2.02
H -0.10 -1.51 1.85
H 1.04 -1.08 2.89
H 3.27 -2.19 0.43
H 1.70 -2.68 0.11
H 2.39 -2.51 1.80
H 2.08 1.15 1.58
H 3.38 -0.08 1.98
H 3.29 0.67 0.35
*
```

* ΔE to the lowest compared entry with this formula, charge and spin: 181.6 kJ/mol
* M: 228.66 g mol⁻¹
* highest occupied orbital energy (alpha / beta): -7.45 / -7.45 eV
* Kohn-Sham gap (alpha / beta): 7.243 / 7.244 eV


Record 11
Here is a structure of composition C11H14CuN9O4S from OMol25. Energies are from wB97M-V/def2-TZVPD.

Structure (ORCA input):
```
! wB97M-V def2-TZVPD RIJCOSX def2/J DEFGRID3
* xyz 0 1
Cu -0.58 0.20 -0.07
N 0.70 -1.35 -1.38
N 0.26 -1.19 -2.69
C -0.70 -0.29 -3.01
N -1.04 -0.23 -4.30
N -1.19 0.42 -2.00
N -2.19 1.34 -2.25
O -2.54 1.62 -3.40
O -2.65 1.87 -1.27
H 1.62 -0.95 -1.24
H 0.63 -2.31 -1.08
H 0.73 -1.68 -3.44
H -0.64 -0.87 -4.96
H -1.72 0.46 -4.56
N -1.34 7.33 2.37
C -0.63 6.17 2.10
C -0.72 5.56 0.84
C 0.02 4.43 0.55
C 0.86 3.88 1.52
C 0.95 4.47 2.77
C 0.22 5.61 3.06
S 1.75 2.41 1.17
O 2.73 2.24 2.20
O 2.18 2.47 -0.21
N 0.64 1.24 1.19
C -0.07 0.89 2.28
N -0.99 -0.08 1.96
C -1.75 -0.55 2.93
C -1.65 -0.09 4.23
C -0.74 0.94 4.44
N 0.05 1.44 3.50
H -2.15 7.49 1.81
H -1.49 7.53 3.34
H -1.37 5.99 0.09
H -0.05 3.97 -0.42
H 1.60 4.02 3.51
H 0.30 6.07 4.03
H -2.46 -1.32 2.65
H -2.27 -0.48 5.02
H -0.64 1.38 5.42
*
```

* ΔE to the lowest compared entry with this formula, charge and spin: 0.0 kJ/mol
* M: 431.90 g mol⁻¹
* highest occupied orbital energy: -7.54 eV
* Kohn-Sham gap: 7.444 eV


Record 12
Here is an isolated molecule of C11H14FN in a non-equilibrium geometry from OMol25. Energies are from wB97M-V/def2-TZVPD.

Structure (ORCA input):
```
! wB97M-V def2-TZVPD RIJCOSX def2/J DEFGRID3
* xyz 0 3
C 0.60 -1.88 0.41
C 1.51 -0.95 0.74
C -0.59 -1.54 -0.28
C -0.88 -0.22 -0.21
C 1.18 0.46 0.59
C 1.94 1.43 1.07
C -1.91 2.23 -0.76
C -0.44 2.15 -0.29
C -2.22 1.10 -1.61
C 2.79 -1.29 1.37
C -1.54 -2.60 -0.58
N -0.02 0.76 0.07
F -3.42 0.66 -1.59
H 0.83 -2.99 0.47
H 1.66 2.51 0.97
H 2.80 1.27 1.59
H -2.50 2.05 0.15
H -2.18 3.18 -1.27
H 0.23 2.57 -1.14
H -0.17 2.79 0.69
H -1.66 1.03 -2.59
H 3.72 -1.02 0.79
H 2.75 -2.32 1.40
H 2.83 -0.76 2.34
H -1.94 -3.28 0.15
H -0.96 -3.16 -1.27
H -2.36 -2.18 -1.19
*
```

* ΔE to the lowest compared entry with this formula, charge and spin: 0.0 kJ/mol
* M: 179.24 g mol⁻¹
* highest occupied orbital energy (alpha / beta): -4.68 / -7.49 eV
* Kohn-Sham gap (alpha / beta): 5.498 / 6.079 eV
* expectation value of S²: 2.077


Record 13
Here is a structure of composition C11H14IP in a non-equilibrium geometry from OMol25. Energies are from wB97M-V/def2-TZVPD.

Structure (ORCA input):
```
! wB97M-V def2-TZVPD RIJCOSX def2/J DEFGRID3
* xyz 0 1
C 3.34 -1.52 -0.18
C 2.57 -2.17 0.76
C 3.06 -0.21 -0.56
C 1.42 -1.53 1.32
C 1.90 0.39 0.07
C 0.95 -0.29 0.88
C -1.16 -0.05 2.89
C -1.07 -0.29 -1.37
C -0.94 1.20 -1.34
C -1.73 -0.72 -0.01
C -1.14 1.63 0.18
P -0.69 0.23 1.23
I -3.16 0.63 3.26
H 4.12 -2.01 -0.62
H 2.82 -3.21 1.13
H 3.79 0.14 -1.22
H 0.74 -2.09 1.98
H 1.58 1.42 0.01
H 0.40 1.24 2.58
H -1.53 -0.69 -2.28
H -0.05 -0.73 -1.56
H 0.13 1.31 -1.72
H -1.82 1.61 -1.95
H -2.78 -0.49 -0.07
H -1.72 -1.84 0.25
H -0.56 2.54 0.39
H -2.21 1.75 0.37
*
```

* ΔE to the lowest compared entry with this formula, charge and spin: 456.8 kJ/mol
* M: 304.11 g mol⁻¹
* highest occupied orbital energy: -8.25 eV
* Kohn-Sham gap: 7.684 eV


Record 14
Here is an isolated molecule of C11H14N2 in a non-equilibrium geometry from OMol25. Energies are from wB97M-V/def2-TZVPD.

Structure (ORCA input):
```
! wB97M-V def2-TZVPD RIJCOSX def2/J DEFGRID3
* xyz 0 3
C -2.58 0.70 0.05
C 2.02 0.41 0.80
C -1.79 0.13 -1.12
C 1.29 0.75 1.98
C 0.15 -0.21 2.23
C 2.02 -0.40 -0.38
C -0.55 -0.51 -0.49
C 0.80 -0.06 -1.21
C -0.83 -0.12 1.03
C -0.52 -2.02 -0.58
C 0.70 1.26 -1.89
N -1.92 0.60 1.16
N 2.96 0.66 -0.07
H -3.55 1.12 0.00
H -2.23 -0.57 -1.82
H -1.49 1.02 -1.71
H 1.82 0.75 2.87
H 0.97 1.90 1.88
H 0.52 -1.22 2.63
H -0.50 0.08 3.03
H 2.49 -1.35 -0.41
H 0.05 -2.70 0.11
H -0.51 -2.42 -1.67
H -1.50 -2.46 -0.24
H 1.73 1.54 -2.18
H 0.36 2.07 -1.19
H 0.06 1.04 -2.83
*
```

* ΔE to the lowest compared entry with this formula, charge and spin: 57.5 kJ/mol
* M: 174.25 g mol⁻¹
* highest occupied orbital energy (alpha / beta): -7.13 / -9.62 eV
* Kohn-Sham gap (alpha / beta): 8.028 / 9.463 eV
* expectation value of S²: 2.029


Record 15
Here is a cluster of 2 separate species, C11H14N2O in total in a non-equilibrium geometry from OMol25. Energies are from wB97M-V/def2-TZVPD.

Structure (ORCA input):
```
! wB97M-V def2-TZVPD RIJCOSX def2/J DEFGRID3
* xyz -1 2
C -0.46 1.74 2.86
C -2.20 2.04 -0.32
C -1.47 1.85 1.75
C -2.81 2.02 1.79
N -1.09 1.92 0.41
N -3.26 2.11 0.49
H -2.15 2.14 -1.36
H -4.17 2.17 0.20
H -3.43 2.04 2.70
H 0.18 0.93 2.60
H -0.96 1.58 3.80
H 0.16 2.61 2.95
C 1.52 -4.13 -1.97
C 0.31 -0.66 -1.11
C 0.34 -1.96 -1.59
C 1.39 -0.15 -0.40
C 1.46 -2.76 -1.38
C 2.50 -0.93 -0.22
C 2.55 -2.21 -0.70
O 1.41 1.13 0.07
H -0.57 -0.08 -1.27
H -0.50 -2.30 -2.12
H 0.53 1.48 0.01
H 3.39 -0.51 0.31
H 0.59 -4.68 -1.78
H 2.33 -4.72 -1.50
H 3.43 -2.81 -0.55
H 1.66 -4.11 -3.10
*
```

* ΔE to the lowest compared entry with this formula, charge and spin: 88.9 kJ/mol
* M: 190.25 g mol⁻¹
* highest occupied orbital energy (alpha / beta): 0.92 / -5.44 eV
* Kohn-Sham gap (alpha / beta): 2.134 / 8.451 eV
* expectation value of S²: 0.750